Below is an isolated molecule of C26H44Cl2O10P2S2 at a distorted geometry, with properties calculated with ωB97M-V/def2-TZVPD.

Computed properties:
Orbital gap in eV: 8.477
Calculated total energy in hartree: -4168.9683
Highest occupied orbital energy in eV: -8.22
SMILES: CC(=O)OC[C@@]1(CP(=O)(O)O)[C@H](/C(Cl)=C(\C)Cl)OS(=O)(=O)[C@@H](CCCCOC=O)[C@@]1(CC[C@H](C)CCC=C(C)C)[PH2]=S
2S+1: 1

Structure (XYZ):
```
86
Properties=species:S:1:pos:R:3:mulliken_charge:R:1
C 1.965 0.710 5.062 -0.997
C 2.644 1.308 3.859 0.779
O 3.371 2.274 3.953 -0.580
O 2.466 0.727 2.621 -0.073
C 1.119 0.296 2.355 -2.795
C 0.894 0.191 0.835 2.553
C 1.682 1.361 0.214 -1.661
P 1.413 3.039 0.832 0.629
O 0.686 3.196 2.095 -0.603
O 2.900 3.611 1.028 -0.469
O 0.858 3.932 -0.370 -0.581
C 1.701 -1.103 0.422 -0.674
C 2.560 -1.045 -0.823 -0.577
Cl 1.894 -1.405 -2.395 -0.042
C 3.876 -0.799 -0.769 0.565
C 4.658 -0.552 0.487 -1.220
Cl 4.866 -0.767 -2.189 -0.204
O 1.003 -2.365 0.433 -0.481
S -0.493 -2.537 -0.052 1.687
O -0.751 -2.512 -1.456 -0.643
O -0.921 -3.774 0.521 -0.814
C -1.350 -1.212 0.849 -1.355
C -1.320 -1.740 2.303 -1.647
C -1.749 -0.841 3.460 -0.128
C -1.518 -1.500 4.833 -0.528
C -1.861 -2.982 4.904 -0.952
O -0.682 -3.740 4.532 -0.199
C 0.161 -3.933 5.561 0.128
O 1.376 -3.880 5.446 -0.483
C -0.658 0.154 0.506 1.180
C -0.805 0.398 -1.017 -1.687
C -2.190 0.199 -1.633 -0.685
C -2.152 0.813 -3.062 1.306
C -2.726 2.237 -3.118 -1.768
C -2.746 -0.121 -4.104 -0.991
C -2.661 0.376 -5.556 -1.380
C -1.433 1.203 -5.846 -0.700
C -0.173 0.773 -5.718 1.349
C 0.288 -0.629 -6.020 -1.419
C 0.893 1.730 -5.257 -1.184
P -1.760 1.487 1.278 0.283
S -2.165 3.101 0.278 -0.291
H 2.252 1.242 5.956 0.439
H 0.888 0.831 4.945 0.201
H 2.161 -0.353 5.186 0.299
H 0.433 0.976 2.840 1.425
H 0.999 -0.679 2.828 0.976
H 2.736 1.204 0.393 -0.026
H 1.629 1.388 -0.871 1.054
H 2.760 4.449 1.488 0.398
H 0.733 3.405 -1.163 0.368
H 2.430 -1.247 1.207 0.434
H 4.388 -1.255 1.269 0.306
H 5.712 -0.718 0.300 0.550
H 4.567 0.457 0.880 0.261
H -2.374 -1.254 0.501 1.151
H -2.001 -2.582 2.323 0.847
H -0.361 -2.191 2.535 0.581
H -2.824 -0.671 3.388 0.459
H -1.279 0.132 3.525 -0.188
H -2.076 -0.964 5.598 0.580
H -0.463 -1.366 5.070 0.055
H -2.673 -3.273 4.251 0.479
H -2.088 -3.251 5.934 0.289
H -0.268 -4.174 6.549 0.358
H -0.495 1.407 -1.273 0.892
H -0.129 -0.245 -1.574 -0.657
H -3.000 0.693 -1.103 0.706
H -2.409 -0.852 -1.789 0.508
H -1.098 0.921 -3.313 -0.903
H -3.042 2.494 -4.124 0.509
H -1.936 2.942 -2.876 0.248
H -3.558 2.369 -2.438 0.332
H -2.251 -1.088 -4.028 0.359
H -3.801 -0.302 -3.888 0.418
H -3.541 0.928 -5.872 0.414
H -2.630 -0.501 -6.210 0.517
H -1.584 2.218 -6.198 0.424
H 0.328 -1.221 -5.102 0.149
H 1.292 -0.582 -6.428 0.452
H -0.351 -1.098 -6.758 0.376
H 1.791 1.689 -5.875 0.463
H 0.513 2.747 -5.247 0.345
H 1.192 1.403 -4.259 0.039
H -1.365 1.860 2.568 0.313
H -2.979 0.802 1.467 0.151
```


Below is C29H44BrN3P2Pt as an isolated structure at a distorted geometry, with properties calculated with ωB97M-V/def2-TZVPD.

Computed properties:
ΔE to the lowest compared entry with this formula, charge and spin in kcal/mol: 6.2
Net charge: +4
Orbital gap (spin up / spin down) in eV: 6.717 / 4.689
Calculated total energy in hartree: -4669.9862
Highest occupied orbital energy (spin up / spin down) in eV: -19.30 / -19.47
2S+1: 5

Structure (XYZ):
```
80
Properties=species:S:1:pos:R:3:mulliken_spin:R:1
C 3.296 5.394 -1.325 0.156
C 2.031 4.948 -1.784 -0.016
C 1.970 4.345 -3.062 0.132
C 3.152 4.144 -3.781 -0.003
N 4.334 4.552 -3.322 0.832
C 4.414 5.140 -2.137 -0.010
C 0.809 4.931 -1.027 0.313
C -0.291 4.331 -0.910 -0.088
C -1.358 3.984 -0.113 0.224
C -0.897 3.709 1.213 0.082
C -0.988 2.389 1.587 0.043
C -1.672 1.540 0.713 0.293
C -2.617 2.007 -0.254 0.026
C -2.478 3.313 -0.673 0.066
Pt -1.457 -0.445 0.871 0.667
P 0.681 -0.574 -0.050 -0.030
H 1.025 3.984 -3.480 0.013
H 3.438 5.886 -0.364 0.009
H 3.110 3.622 -4.737 0.026
H 5.414 5.428 -1.798 0.026
H -3.084 3.777 -1.476 0.013
H -0.309 4.438 1.783 0.007
H -3.395 1.340 -0.654 0.019
H -0.475 1.963 2.466 -0.002
C 1.517 -2.220 -0.005 -0.003
C 2.796 -2.451 -0.820 0.001
H 0.762 -2.971 -0.291 0.006
H 1.745 -2.379 1.059 -0.002
H 3.152 -3.466 -0.595 0.000
H 2.659 -2.399 -1.908 0.001
H 3.609 -1.768 -0.552 0.000
C 0.811 -0.018 -1.799 0.000
C 2.134 0.505 -2.318 0.006
H 0.023 0.738 -1.935 -0.001
H 0.511 -0.906 -2.375 -0.010
H 1.998 0.765 -3.371 0.000
H 2.471 1.413 -1.814 -0.003
H 2.945 -0.227 -2.277 0.000
C 1.744 0.548 0.926 0.015
C 3.250 0.311 0.921 -0.001
H 1.362 0.477 1.955 -0.001
H 1.510 1.558 0.555 -0.001
H 3.693 1.080 1.564 0.000
H 3.538 -0.664 1.331 0.000
H 3.699 0.413 -0.073 0.000
Br -3.496 -1.900 1.453 0.194
P -1.994 -2.350 -1.685 0.500
C -0.752 -3.080 -2.854 0.077
C -1.170 -4.228 -3.764 0.042
H 0.076 -3.414 -2.208 -0.003
H -0.337 -2.258 -3.452 0.001
H -0.340 -4.450 -4.446 0.009
H -1.384 -5.137 -3.192 -0.001
H -2.037 -3.981 -4.386 -0.003
C -3.142 -3.730 -1.323 0.060
C -4.459 -3.802 -2.081 0.028
H -3.347 -3.619 -0.241 -0.003
H -2.584 -4.670 -1.444 0.003
H -5.132 -4.499 -1.564 0.005
H -4.974 -2.838 -2.143 0.000
H -4.334 -4.198 -3.097 -0.001
C -2.952 -1.111 -2.677 0.039
C -3.411 -1.509 -4.077 0.049
H -2.305 -0.219 -2.740 0.002
H -3.804 -0.820 -2.042 0.001
H -3.950 -0.659 -4.514 0.007
H -2.570 -1.744 -4.739 0.000
H -4.107 -2.354 -4.067 -0.004
C -0.087 -1.267 6.163 0.004
N -0.287 -1.529 4.741 0.006
C -0.064 -2.744 4.097 0.009
C -0.370 -2.564 2.780 -0.020
N -0.742 -1.239 2.633 0.213
C -0.704 -0.637 3.818 -0.030
H -0.782 -1.879 6.770 0.000
H 0.957 -1.562 6.415 0.000
H -0.231 -0.195 6.353 0.000
H 0.263 -3.618 4.621 0.001
H -0.481 -3.253 1.955 0.008
H -0.973 0.390 4.068 0.003
```